Computed, not measured: C11H21AuNSi as an isolated structure at a distorted geometry, with ωB97M-V/def2-TZVPD.

Geometry as XYZ:
```
35
C11H21AuNSi (ωB97M-V/def2-TZVPD)
C -0.7276 1.5037 -3.5857
C 0.6071 1.2668 -3.2128
C 0.8007 1.8074 -1.8649
C -0.5493 2.2221 -1.4057
C -1.4291 2.0445 -2.5140
Au -0.3386 -0.2423 -1.2062
N -2.1214 -0.5953 0.0938
C 0.1902 -1.9687 -1.7648
C 1.4965 -1.7843 -1.9336
H 1.7180 2.1180 -1.4276
H 1.4455 1.0024 -3.8726
H -0.7226 2.8134 -0.5148
H -2.5022 2.3880 -2.5205
H -1.1634 1.3121 -4.6287
H 1.7642 -1.3912 -2.8789
H -0.1643 -2.6186 -0.9136
H -2.4675 -0.8683 -0.8778
H 2.0375 -1.7993 -1.0470
H -0.7395 -1.9716 -2.5483
C -1.5447 0.4153 2.4634
Si 0.1836 -0.2978 2.2320
C 1.1706 0.2003 3.7706
C 0.1269 -2.1860 2.1480
C 1.0012 0.3800 0.6393
H -1.9911 0.1005 3.4144
H -2.2258 0.0681 1.6477
H -1.5244 1.5104 2.4201
H 0.7331 -0.2240 4.6875
H 2.2112 -0.1436 3.6916
H 1.1793 1.2955 3.8685
H -0.6495 -2.5540 1.4575
H 1.0967 -2.6040 1.8322
H -0.1010 -2.6030 3.1412
H 1.1964 1.4724 0.7403
H 2.0031 -0.0691 0.4692
```

Values from the calculation:
Net charge: -1
HOMO-LUMO gap (alpha / beta) (Eh): 0.2403 / 0.2174
Total energy (Eh): -911.39868
E_LUMO (alpha / beta) (eV): 3.54 / 3.11
Spin multiplicity: 3